(1)
DFT (ωB97M-V/def2-TZVPD) results for a structure of composition C56H42IMoN4O4S2Si.

XYZ file:
```
111
Properties=species:S:1:pos:R:3
I -3.779 2.368 1.133
Mo 0.285 0.831 -0.146
S 0.425 2.522 1.615
S 1.771 2.499 -1.159
Si -0.970 -0.907 2.636
O -0.713 -0.885 -0.598
O 1.934 -0.119 0.549
O -2.279 1.195 -5.108
O -0.775 0.281 1.593
N 4.119 8.173 -0.615
N 2.316 8.229 3.035
N -1.468 1.719 -1.136
N -2.293 -2.966 -3.024
C 1.039 -1.130 -7.361
C 1.927 3.904 -0.143
C 4.577 -4.060 0.285
C -1.048 4.005 -1.821
C -2.769 5.002 0.103
C -1.437 -1.208 -1.634
C 0.689 -3.316 2.620
C -2.381 -2.055 2.127
C 1.422 0.511 -5.640
C -1.220 -3.649 -0.976
C 4.373 -2.760 0.716
C 1.004 -0.394 -4.656
C 2.888 -3.428 3.588
C -3.192 -1.687 1.051
C -2.061 -0.257 -2.449
C 2.646 5.018 -0.575
C -1.745 -0.445 6.720
C -2.617 3.627 -0.037
C 1.442 0.142 -6.977
C -1.667 -2.583 -1.929
C -2.116 1.149 -2.084
C -1.415 -0.981 5.483
C -4.250 -2.484 0.632
C 3.219 -2.074 0.341
C 0.923 0.004 -3.286
C 1.642 -1.372 3.627
C -2.054 5.873 -0.702
C -2.763 -2.040 -3.871
C -3.261 0.280 -4.633
C -1.987 1.717 5.706
C -1.373 -0.189 4.333
C 3.634 -4.671 -0.533
C 0.854 0.393 -2.136
C 1.837 -4.042 2.927
C -1.657 1.171 4.471
C 3.516 7.269 -0.238
C -2.713 -0.688 -3.622
C 4.114 0.137 1.351
C -2.681 -3.253 2.780
C 3.007 -0.670 0.744
C 2.490 -3.986 -0.916
C -1.729 3.127 -0.984
C 0.596 -1.672 -5.057
C -1.205 5.373 -1.678
C 2.277 -2.687 -0.482
C 2.237 7.308 2.349
C 2.790 -2.085 3.936
C 1.313 3.916 1.115
C -4.517 -3.680 1.285
C 1.424 5.050 1.924
C 2.762 6.141 0.230
C 2.141 6.156 1.499
C -2.038 0.908 6.833
C -3.731 -4.062 2.364
C 0.614 -2.033 -6.394
C 0.563 -1.971 2.963
H 1.574 -0.326 3.914
H -0.126 -3.818 2.109
H -5.334 -4.311 0.955
H -3.215 -2.407 -4.787
H 0.247 -2.368 -4.303
H 3.797 -5.685 -0.876
H -0.370 3.592 -2.554
H 3.606 -1.599 4.460
H -1.445 0.719 -5.225
H 1.399 -2.132 -0.784
H -1.170 -2.038 5.419
H 3.784 -3.990 3.827
H -1.598 1.810 3.598
H 5.469 -4.595 0.585
H -2.081 -3.572 3.628
H -2.201 2.776 5.787
H 3.118 5.010 -1.549
H -1.768 -1.081 7.598
H 3.750 1.144 1.538
H 4.432 -0.319 2.290
H 5.104 -2.288 1.359
H -3.696 -0.291 -5.460
H -2.295 1.332 7.797
H 4.975 0.171 0.681
H -2.075 -3.984 -0.382
H -3.935 -4.992 2.882
H -3.453 5.386 0.848
H -0.842 -4.508 -1.531
H 1.769 0.856 -7.723
H -2.977 -0.761 0.534
H -2.173 6.941 -0.572
H -0.465 -3.283 -0.286
H 1.908 -5.086 2.643
H 0.286 -3.024 -6.684
H 0.943 5.065 2.894
H -4.857 -2.175 -0.212
H 1.050 -1.414 -8.406
H -0.654 6.046 -2.323
H 1.761 -4.464 -1.558
H 1.730 1.504 -5.337
H -2.818 1.757 -2.649
H -4.060 0.894 -4.211
```

Summary:
Net charge ... -1
HOMO-LUMO gap (alpha / beta) ... 6.04 / 6.04 eV
ΔE to the lowest compared entry with this formula, charge and spin ... 0.0 kcal/mol
DFT total energy ... -4131.1471 a.u.

Here are the Löwdin charges for atoms 1 to 8, given in e: 0.99, 1.30, 0.74, 0.73, 0.45, -0.25, -0.17, -0.05



(2)
DFT (ωB97M-V/def2-TZVPD) results for a structure of composition C26H25AgF6N9O5S2.

XYZ file:
```
74
Properties=species:S:1:pos:R:3
Ag -16.274 0.673 8.324
S -16.302 0.843 12.261
S -14.507 2.757 11.109
F -16.439 0.591 14.795
F -15.466 2.504 14.227
F -14.298 5.319 11.046
F -14.313 0.654 14.158
F -15.497 4.598 12.717
F -16.389 4.693 10.709
O -17.400 0.329 5.459
O -17.688 1.240 12.376
O -13.538 2.609 12.143
O -15.961 -0.556 12.130
O -14.048 2.799 9.714
N -15.635 -2.344 8.778
N -15.609 1.620 11.018
N -19.128 1.975 9.150
N -14.074 1.207 4.704
N -13.409 2.161 6.790
N -17.815 2.194 8.698
N -17.947 -0.694 8.908
N -15.287 -1.021 9.011
N -15.619 1.506 6.363
C -20.671 -1.082 11.405
C -18.856 -1.954 7.063
C -15.325 0.706 4.145
C -19.493 -1.310 10.685
C -21.340 0.157 11.418
C -17.664 -3.936 6.193
C -14.649 -3.179 9.284
C -16.748 -2.649 8.020
C -19.934 3.078 8.800
C -14.132 -1.061 9.737
C -22.573 0.373 12.218
C -12.786 1.119 4.011
C -16.252 0.781 5.352
C -19.617 0.927 9.846
C -18.752 -3.008 6.150
C -16.673 -3.723 7.155
C -17.839 3.424 8.142
C -17.546 -4.934 5.117
C -17.888 -1.733 8.053
C -15.533 1.193 13.959
C -15.224 4.420 11.416
C -13.703 -2.408 9.927
C -14.314 1.668 5.950
C -20.760 1.131 10.611
C -18.980 -0.388 9.772
C -19.148 4.032 8.225
H -22.384 0.112 13.247
H -21.129 2.149 10.628
H -15.733 1.360 3.339
H -12.208 2.072 4.086
H -15.231 -0.291 3.726
H -12.432 2.236 6.504
H -13.603 -0.174 10.026
H -20.991 -1.916 12.037
H -15.802 -4.403 7.281
H -18.526 -5.093 4.642
H -12.114 0.353 4.420
H -18.922 -2.213 10.859
H -23.386 -0.291 11.852
H -22.912 1.406 12.168
H -19.356 5.047 7.927
H -12.961 0.976 2.931
H -17.184 -5.893 5.485
H -12.817 -2.736 10.481
H -20.978 3.033 8.966
H -16.915 3.902 7.793
H -19.559 -3.101 5.421
H -19.681 -1.271 7.004
H -16.844 -4.559 4.358
H -14.696 -4.266 9.275
H -13.628 2.471 7.741
```

Summary:
Net charge ... -1
HOMO-LUMO gap ... 5.30 eV
ΔE to the lowest compared entry with this formula, charge and spin ... 0.0 kcal/mol
DFT total energy ... -3417.3166 a.u.

Here are the Löwdin charges for atoms 1 to 8, given in e: 0.78, 0.62, 0.57, 0.09, 0.11, 0.11, 0.12, 0.12